--- a ---
70
Properties=species:S:1:pos:R:3 method="wB97M-V/def2-TZVPD" orbital_gap_ev="6.5 / 6.3" charge=+1 lumo_energy_ha="-0.1630 / -0.1997" s2=0.81 spin_multiplicity=2
Pt 0.254 0.351 -0.016
Br 5.097 -3.748 4.217
C 3.454 -4.494 3.707
C 2.300 -3.718 3.801
C 1.091 -4.251 3.409
C 1.043 -5.559 2.912
C 2.194 -6.350 2.883
C 3.407 -5.811 3.261
N -0.125 -6.184 2.443
N -1.131 -5.557 2.114
C -1.280 -4.364 1.512
C -2.395 -3.584 1.897
C -2.511 -2.275 1.530
C -1.504 -1.679 0.735
O -1.512 -0.418 0.531
C -0.470 -2.523 0.150
N 0.354 -1.937 -0.742
C 1.251 -2.672 -1.358
C 1.367 -4.051 -1.139
C 0.562 -4.649 -0.207
C -0.380 -3.872 0.488
H 2.358 -2.705 4.175
H 0.196 -3.651 3.505
H 2.115 -7.373 2.542
H 4.311 -6.401 3.221
H -3.110 -4.038 2.572
H -3.316 -1.654 1.897
H 1.907 -2.160 -2.051
H 2.095 -4.624 -1.695
H 0.642 -5.712 -0.024
C 3.038 4.620 -0.356
Si 1.473 4.954 -1.309
C 0.217 5.831 -0.238
C 1.792 5.927 -2.868
C 0.786 3.254 -1.859
Te -0.844 2.498 -0.720
C -2.014 1.728 -2.325
Si -3.884 1.910 -2.031
C -4.280 3.729 -2.143
C -4.751 0.927 -3.357
C -4.300 1.248 -0.333
H 3.441 5.540 0.072
H 3.806 4.188 -1.000
H 2.865 3.921 0.464
H 0.586 6.832 0.001
H 0.044 5.318 0.711
H -0.747 5.954 -0.739
H 2.282 6.876 -2.639
H 0.860 6.153 -3.390
H 2.441 5.378 -3.553
H 1.577 2.507 -1.790
H 0.437 3.267 -2.893
H -1.702 0.698 -2.498
H -1.716 2.319 -3.195
H -4.047 4.126 -3.134
H -3.718 4.309 -1.406
H -5.340 3.912 -1.956
H -4.459 1.260 -4.355
H -5.834 1.039 -3.275
H -4.520 -0.137 -3.277
H -3.889 1.872 0.465
H -3.923 0.234 -0.194
H -5.384 1.224 -0.197
F 2.216 0.937 -0.197
As 3.145 0.312 1.373
F 3.941 1.812 1.406
F 1.816 0.972 2.256
F 3.859 -0.335 2.772
F 2.161 -1.126 1.136
F 4.302 -0.326 0.299

=====

--- b ---
70
Properties=species:S:1:pos:R:3 method="wB97M-V/def2-TZVPD" orbital_gap_ev="6.6 / 6.6" charge=+1 lumo_energy_ha="-0.1732 / -0.2101" s2=0.81 spin_multiplicity=2
Pt 0.726 -1.156 0.427
Br -4.894 2.516 -5.447
C -5.350 1.644 -3.847
C -4.845 0.370 -3.600
C -5.162 -0.271 -2.419
C -5.991 0.369 -1.495
C -6.541 1.617 -1.776
C -6.201 2.270 -2.946
N -6.388 -0.207 -0.266
N -5.757 -1.111 0.272
C -4.455 -1.454 0.280
C -4.153 -2.839 0.359
C -2.875 -3.301 0.311
C -1.788 -2.383 0.266
O -0.588 -2.751 0.207
C -2.083 -0.956 0.323
N -0.995 -0.133 0.369
C -1.189 1.174 0.446
C -2.469 1.727 0.518
C -3.570 0.913 0.477
C -3.388 -0.474 0.344
H -4.220 -0.114 -4.337
H -4.794 -1.273 -2.240
H -7.224 2.063 -1.064
H -6.605 3.248 -3.169
H -4.989 -3.524 0.410
H -2.644 -4.357 0.323
H -0.312 1.804 0.460
H -2.570 2.798 0.614
H -4.561 1.336 0.560
C 3.042 -1.425 -3.723
Si 2.937 0.245 -2.904
C 1.143 0.804 -2.859
C 3.983 1.523 -3.764
C 3.593 0.041 -1.125
Te 2.332 0.824 0.391
C 3.661 0.616 2.017
Si 2.935 1.301 3.643
C 3.438 3.099 3.723
C 3.624 0.329 5.066
C 1.060 1.196 3.571
H 2.653 -1.390 -4.742
H 2.466 -2.169 -3.168
H 4.074 -1.776 -3.773
H 0.737 0.817 -3.874
H 1.031 1.813 -2.452
H 0.527 0.116 -2.273
H 3.650 1.675 -4.793
H 5.029 1.213 -3.797
H 3.935 2.488 -3.255
H 4.553 0.541 -0.982
H 3.730 -1.012 -0.874
H 4.528 1.203 1.703
H 3.946 -0.432 2.082
H 4.517 3.199 3.862
H 2.951 3.606 4.558
H 3.168 3.635 2.810
H 4.715 0.295 5.026
H 3.255 -0.697 5.062
H 3.342 0.794 6.014
H 0.640 1.933 2.878
H 0.642 1.414 4.556
H 0.723 0.198 3.286
F 2.342 -2.393 0.477
As 2.791 -3.450 2.048
F 4.336 -2.714 1.889
F 2.265 -2.047 2.934
F 3.193 -4.320 3.445
F 1.157 -3.972 2.012
F 3.230 -4.665 0.943

=====

Quick one: most stable of them? b

=====

--- a ---
13
Properties=species:S:1:pos:R:3 method="wB97M-V/def2-TZVPD" orbital_gap_ev=8.4 charge=0 lumo_energy_ha=0.0263 smiles="Nc1c[nH]c(=S)n1O"
C -1.491 0.165 -0.005
C -1.226 1.474 0.010
C 0.773 0.381 -0.023
H -3.455 -0.109 0.352
H -2.511 -1.469 0.272
H -1.831 2.387 0.008
H 0.762 2.420 0.060
H 0.792 -2.037 0.010
N -2.677 -0.559 -0.077
N 0.210 1.586 -0.009
N -0.278 -0.482 -0.031
O -0.154 -1.860 0.001
S 2.397 -0.141 0.013

=====

--- b ---
13
Properties=species:S:1:pos:R:3 method="wB97M-V/def2-TZVPD" orbital_gap_ev=8.7 charge=0 lumo_energy_ha=-0.0222
C 0.948 0.543 0.916
C 1.498 -0.016 -0.496
C -1.102 0.492 -0.788
N -1.082 -1.659 -0.328
N -1.673 -0.580 -0.202
N -0.319 1.104 0.856
O 1.572 0.644 2.003
S 0.320 0.534 -1.804
H 2.485 0.368 -0.702
H 1.689 -1.112 -0.277
H -1.949 1.112 -1.145
H -1.542 -2.407 0.285
H -0.844 0.977 1.683

=====

Quick one: most stable of them? a

=====

--- a ---
13
Properties=species:S:1:pos:R:3 method="wB97M-V/def2-TZVPD" orbital_gap_ev=9.7 charge=0 lumo_energy_ha=0.0181
C -0.096 -1.261 0.383
C -1.377 -0.976 -0.254
C 0.102 1.127 0.032
H 3.155 0.684 0.478
H -0.359 -1.511 1.512
H 0.239 -2.301 -0.017
H -1.806 -1.863 -0.739
H -0.329 2.903 -0.081
N 0.775 -0.171 -0.095
N -2.112 0.069 -0.554
N 0.687 2.260 0.072
O -1.267 1.232 -0.272
S 2.388 -0.192 -0.465

=====

--- b ---
13
Properties=species:S:1:pos:R:3 method="wB97M-V/def2-TZVPD" orbital_gap_ev=8.9 charge=0 lumo_energy_ha=-0.0075
C -1.602 -0.749 -0.339
C 0.853 -0.393 0.024
C 1.580 1.721 0.819
H -2.274 -2.120 -1.490
H -1.817 0.147 0.266
H 0.011 -2.010 -0.705
H -0.312 1.330 0.237
H 2.554 1.229 0.788
N -2.598 -1.336 -0.893
N -0.249 -1.060 -0.477
N 0.634 0.953 0.261
O 1.891 -0.952 0.193
S 1.328 3.240 1.317

=====

Quick one: most stable of them? b

=====

--- a ---
21
Properties=species:S:1:pos:R:3 method="wB97M-V/def2-TZVPD" orbital_gap_ev=8.1 charge=0 lumo_energy_ha=0.0281
C 2.425 -1.400 -0.779
O 1.164 -1.075 -0.562
C 0.774 -0.042 0.120
C -0.703 0.224 0.235
C -0.890 1.735 0.431
C -1.434 -0.234 -1.031
C -1.268 -0.521 1.461
H 2.541 0.456 -1.451
H 2.532 -2.303 -1.366
H 3.145 -1.147 -0.007
H 2.005 0.977 -1.188
H 1.466 0.352 0.865
H -0.334 2.092 1.307
H -1.949 1.973 0.588
H -0.535 2.288 -0.445
H -1.329 -1.313 -1.182
H -1.034 0.273 -1.916
H -2.503 -0.004 -0.954
H -1.133 -1.603 1.355
H -2.340 -0.320 1.577
H -0.764 -0.202 2.381

=====

--- b ---
21
Properties=species:S:1:pos:R:3 method="wB97M-V/def2-TZVPD" orbital_gap_ev=9.9 charge=0 lumo_energy_ha=0.0305 smiles="C/C=C/CCC.O"
C 3.294 1.086 -0.967
C 2.565 0.058 -0.121
C 1.486 0.721 0.814
C 0.129 0.709 0.173
C -0.975 0.772 0.911
C -2.362 0.408 0.458
H 2.832 1.354 -1.916
H 4.306 0.758 -1.195
H 3.472 2.074 -0.522
H 3.258 -0.424 0.565
H 2.105 -0.632 -0.829
H 1.834 1.737 1.023
H 1.429 0.110 1.709
H 0.114 0.522 -0.895
H -0.934 1.046 1.961
H -2.476 -0.183 -0.455
H -3.016 1.274 0.383
H -2.747 -0.351 1.155
H -4.235 -4.253 -0.622
H -5.276 -3.104 -0.512
O -4.804 -3.685 -1.117

=====

Quick one: most stable of them? b

=====

--- a ---
21
Properties=species:S:1:pos:R:3 method="wB97M-V/def2-TZVPD" orbital_gap_ev=10.0 charge=0 lumo_energy_ha=0.0266 smiles="C=C(CC)CC.O"
C -2.215 -0.400 1.570
C -1.356 -0.126 0.337
C 0.097 -0.519 0.431
C 0.674 -0.721 1.608
C 0.895 -0.300 -0.855
C 2.127 -1.179 -0.978
H -2.060 -1.408 1.953
H -2.070 0.313 2.378
H -3.263 -0.353 1.261
H -1.390 0.943 0.094
H -1.850 -0.606 -0.510
H 0.107 -0.837 2.527
H 1.738 -0.732 1.799
H 0.211 -0.507 -1.678
H 1.108 0.749 -0.859
H 2.601 -1.289 -0.004
H 2.005 -2.200 -1.326
H 2.886 -0.703 -1.609
H 0.621 3.181 -1.695
H -0.593 3.154 -2.631
O -0.273 3.539 -1.813

=====

--- b ---
21
Properties=species:S:1:pos:R:3 method="wB97M-V/def2-TZVPD" orbital_gap_ev="7.7 / 7.1" charge=0 lumo_energy_ha="0.0077 / -0.0044"
C -0.837 -0.880 -0.666
C -1.920 -0.370 0.254
C -1.717 1.122 0.519
C -0.312 1.384 1.033
C 0.771 1.020 0.086
O 1.635 -0.932 0.361
C 2.470 -1.288 -0.718
H -0.877 -1.976 -0.764
H 0.645 -1.006 0.010
H -0.910 -0.446 -1.672
H -2.938 -0.517 -0.146
H -1.892 -0.917 1.209
H -1.849 1.671 -0.425
H -2.452 1.510 1.232
H -0.138 0.873 1.990
H -0.174 2.459 1.245
H 0.635 1.208 -0.974
H 1.771 1.247 0.447
H 2.005 -1.034 -1.685
H 2.656 -2.369 -0.693
H 3.429 -0.761 -0.643

=====

--- c ---
21
Properties=species:S:1:pos:R:3 method="wB97M-V/def2-TZVPD" orbital_gap_ev=5.3 charge=0 lumo_energy_ha=-0.0569
C -0.061 2.672 0.212
C 0.301 1.396 -0.497
C 0.307 0.108 0.434
C 1.541 -0.553 0.764
C -0.958 -0.379 0.730
C -0.955 -1.781 1.282
H -0.105 3.611 -0.435
H -1.005 2.526 0.784
H 0.667 2.886 1.029
H 1.256 1.556 -0.926
H -0.473 1.103 -1.179
H 2.509 -0.093 0.445
H 1.565 -1.574 1.252
H 0.148 0.560 2.303
H -1.759 0.156 0.177
H -1.835 -2.209 1.903
H -0.753 -2.523 0.409
H -0.030 -1.987 1.938
H -0.012 -2.060 -3.024
H -0.217 -1.331 -1.638
O -0.125 -1.175 -2.573

=====

Quick one: most stable of them? a

=====

--- a ---
21
Properties=species:S:1:pos:R:3 method="wB97M-V/def2-TZVPD" orbital_gap_ev=11.0 charge=0 lumo_energy_ha=0.0417 smiles=CCCCCOC
C 0.604 -3.254 0.463
C 0.546 -1.865 1.088
C 0.853 -0.838 0.007
C 0.437 0.600 0.335
C -0.336 1.143 -0.845
O -0.715 2.470 -0.614
C -1.441 2.982 -1.697
H 1.633 -3.551 0.246
H 0.079 -3.202 -0.498
H 0.137 -4.035 1.066
H -0.452 -1.683 1.508
H 1.258 -1.738 1.911
H 1.920 -0.893 -0.240
H 0.332 -1.177 -0.905
H 1.296 1.247 0.542
H -0.203 0.636 1.226
H 0.282 1.067 -1.758
H -1.226 0.507 -1.012
H -0.847 2.958 -2.625
H -1.700 4.017 -1.463
H -2.365 2.407 -1.867

=====

--- b ---
21
Properties=species:S:1:pos:R:3 method="wB97M-V/def2-TZVPD" orbital_gap_ev=10.2 charge=0 lumo_energy_ha=0.0301
C -1.619 -0.628 -1.095
C -1.084 -0.316 0.306
C -2.161 0.382 1.137
C 0.192 0.532 0.266
C 1.473 -0.247 0.015
C 2.730 0.591 -0.086
O 1.593 -1.443 0.578
H -2.496 -1.282 -1.034
H -0.881 -1.131 -1.730
H -1.928 0.291 -1.610
H -0.810 -1.258 0.797
H -3.076 -0.220 1.180
H -2.424 1.355 0.704
H -1.824 0.551 2.166
H 0.363 0.974 1.261
H 0.107 1.367 -0.443
H 1.307 -0.574 -1.419
H 2.947 0.933 0.933
H 2.612 1.460 -0.740
H 3.565 -0.030 -0.415
H 1.414 -1.306 -0.773

=====

--- c ---
21
Properties=species:S:1:pos:R:3 method="wB97M-V/def2-TZVPD" orbital_gap_ev=10.6 charge=0 lumo_energy_ha=0.0379 smiles="CC(=O)CC(C)C.[H][H]"
C -0.013 1.945 0.473
C -0.166 0.536 1.054
C 0.586 0.429 2.382
C 0.312 -0.564 0.105
C -0.647 -0.950 -1.004
C -0.085 -1.878 -2.061
O -1.850 -0.742 -0.921
H -0.318 2.694 1.212
H -0.629 2.100 -0.417
H 1.031 2.152 0.203
H -1.232 0.349 1.226
H 0.229 1.180 3.095
H 1.662 0.592 2.239
H 0.454 -0.559 2.836
H 0.337 -1.522 0.646
H 1.342 -0.383 -0.242
H -0.179 0.573 -2.069
H -0.278 -2.858 -1.618
H 0.991 -1.786 -2.250
H -0.639 -1.813 -2.999
H -0.909 0.504 -1.889

=====

Quick one: most stable of them? a